Here is a molecular structure, C43H58BrHoIN4O5Si2 in a non-equilibrium geometry from OMol25. Energies are from wB97M-V/def2-TZVPD.

```
115
Properties=species:S:1:pos:R:3:forces:R:3
Ho 0.132 -1.369 0.203 -0.50 -0.82 -0.24
C 0.185 -3.323 4.564 0.22 0.30 0.25
O -0.439 -4.509 4.127 0.04 -0.27 -0.53
C 0.091 -5.129 3.013 -0.13 0.09 0.35
C 0.109 -6.505 3.086 0.02 0.05 -0.06
C 0.583 -7.294 2.041 0.00 -0.10 0.01
C 1.021 -6.667 0.904 -0.09 -0.02 -0.11
C 0.967 -5.274 0.770 -0.15 0.08 0.70
C 1.317 -4.737 -0.508 0.00 0.74 -0.50
N 1.042 -3.532 -0.885 0.18 -0.05 0.06
N 1.294 -3.266 -2.221 0.11 -0.33 -0.71
C 1.570 -1.998 -2.423 0.25 -1.00 0.40
O 1.750 -1.155 -1.496 -0.27 0.30 0.17
C 1.752 -1.576 -3.834 0.06 0.23 -0.05
C 2.491 -0.425 -4.083 -0.02 -0.15 0.11
C 2.676 0.016 -5.379 0.12 0.00 -0.15
C 2.113 -0.684 -6.434 -0.01 0.07 -0.11
C 1.359 -1.822 -6.188 0.01 -0.05 -0.17
C 1.180 -2.271 -4.894 0.02 -0.05 0.13
C 0.535 -4.425 1.842 0.21 -0.27 -0.07
O 0.568 -3.139 1.760 -0.10 0.59 -0.03
H -0.406 -2.451 4.279 0.22 -0.16 0.04
H 1.190 -3.229 4.153 -0.04 0.06 0.06
H 0.246 -3.380 5.656 -0.01 0.05 -0.03
H -0.250 -6.963 3.998 -0.03 0.04 0.08
H 0.600 -8.372 2.129 0.02 -0.03 0.01
H 1.385 -7.248 0.066 0.04 -0.05 -0.09
H 1.784 -5.420 -1.226 -0.07 0.15 -0.05
H 2.913 0.106 -3.241 -0.01 0.06 0.07
H 3.270 0.899 -5.571 0.01 0.08 -0.02
H 2.256 -0.343 -7.450 0.01 0.04 -0.07
H 0.924 -2.366 -7.017 -0.05 -0.01 -0.02
H 0.606 -3.162 -4.687 -0.02 -0.06 0.05
C 2.288 6.370 0.284 0.15 -0.09 0.00
C 3.355 5.275 0.146 0.08 0.10 -0.01
C 4.102 5.194 1.479 -0.12 0.01 -0.23
C 4.351 5.645 -0.960 -0.12 0.00 0.16
C 2.665 3.965 -0.198 0.04 -0.04 -0.04
C 2.882 2.793 0.506 -0.06 -0.25 0.01
C 2.105 1.691 0.230 -0.07 -0.51 -0.10
Br 2.441 0.053 1.231 0.22 0.79 -0.01
C 1.022 1.648 -0.685 0.56 0.58 0.18
O 0.153 0.708 -0.649 -0.27 -0.35 0.09
C 1.001 2.780 -1.571 -0.12 -0.38 0.09
C 1.772 3.886 -1.266 0.16 0.03 0.23
C 0.193 2.836 -2.868 -0.21 0.06 -0.18
C -0.525 1.526 -3.192 -0.01 0.05 0.05
C -0.852 3.959 -2.795 0.13 -0.14 -0.01
C 1.162 3.139 -4.028 -0.14 -0.02 0.15
H 2.736 7.300 0.630 0.08 0.15 0.03
H 1.535 6.058 1.003 -0.12 0.01 0.09
H 1.791 6.566 -0.662 -0.10 0.03 -0.13
H 4.538 6.163 1.718 0.05 0.10 0.01
H 4.906 4.465 1.443 0.15 -0.12 0.03
H 3.417 4.921 2.277 -0.06 -0.07 0.18
H 4.847 6.587 -0.734 0.08 0.16 0.02
H 3.847 5.745 -1.917 -0.06 0.01 -0.16
H 5.108 4.869 -1.055 0.11 -0.09 -0.04
H 3.631 2.715 1.273 0.10 0.04 0.21
H 1.677 4.750 -1.907 -0.04 0.12 -0.06
H -1.268 1.296 -2.434 -0.08 -0.08 0.00
H 0.179 0.699 -3.233 -0.01 -0.12 0.01
H -1.021 1.604 -4.161 0.00 0.09 -0.11
H -1.571 3.749 -2.009 -0.14 0.01 0.08
H -1.380 4.041 -3.744 -0.10 0.00 -0.13
H -0.390 4.919 -2.581 0.06 0.17 0.02
H 1.956 2.398 -4.059 0.09 -0.08 -0.02
H 1.616 4.122 -3.927 0.08 0.12 0.01
H 0.631 3.114 -4.979 -0.09 -0.03 -0.10
C -4.368 1.208 2.209 0.64 -0.26 -0.23
Si -2.882 0.806 1.044 -0.42 0.37 -0.19
C -3.693 -0.206 -0.370 0.42 0.22 0.47
C -2.449 2.502 0.286 0.05 -0.62 0.35
C -1.486 -0.099 1.943 0.01 0.59 0.19
C -2.009 -1.427 2.250 -0.46 -0.04 0.04
C -2.574 -1.795 3.489 -0.04 -0.11 -0.09
C -3.157 -3.027 3.656 0.07 -0.10 -0.17
C -3.167 -3.917 2.583 -0.03 0.18 -0.03
C -2.560 -3.516 1.412 -0.18 -0.48 -0.09
N -2.003 -2.322 1.224 0.14 0.39 0.36
Si -0.674 0.880 3.340 0.32 0.40 0.16
C 0.806 -0.059 4.134 -0.41 0.04 -0.33
C -0.042 2.573 2.694 -0.29 -0.65 0.02
C -1.662 1.407 4.921 0.00 -0.37 -0.66
H -5.221 1.603 1.666 -0.12 0.07 -0.26
H -4.078 1.954 2.941 0.09 0.21 0.22
H -4.703 0.332 2.756 -0.07 -0.26 0.13
H -4.607 0.264 -0.728 -0.12 0.25 0.06
H -3.943 -1.210 -0.040 -0.03 -0.19 0.03
H -2.998 -0.281 -1.199 0.13 -0.04 -0.17
H -3.197 2.787 -0.449 -0.22 -0.04 -0.15
H -1.484 2.463 -0.200 0.21 0.01 -0.13
H -2.421 3.280 1.039 0.04 0.20 0.24
H -2.568 -1.073 4.289 -0.03 0.09 0.10
H -3.595 -3.309 4.604 -0.03 0.02 0.04
H -3.621 -4.891 2.661 0.04 -0.12 -0.01
H -2.508 -4.204 0.574 -0.02 0.04 0.00
H 1.075 -0.927 3.541 0.08 -0.18 -0.06
H 0.586 -0.408 5.139 -0.17 -0.02 0.20
H 1.688 0.570 4.192 0.11 0.22 -0.01
H 0.105 2.565 1.623 0.04 0.01 -0.27
H 0.908 2.839 3.147 0.22 -0.02 0.19
H -0.747 3.365 2.924 -0.24 0.17 0.08
H -1.856 0.564 5.576 -0.07 -0.22 0.17
H -2.615 1.861 4.676 -0.26 0.13 -0.07
H -1.097 2.133 5.500 0.28 0.15 0.01
N -1.627 -4.197 -1.856 0.30 -0.03 0.13
C -2.009 -2.937 -2.078 -0.25 -0.54 -0.02
O -1.372 -1.965 -1.695 0.28 0.47 0.20
C -3.292 -2.756 -2.855 -0.20 0.13 -0.04
I -4.946 -3.746 -1.901 0.15 0.12 -0.15
H -0.738 -4.334 -1.380 -0.18 -0.04 -0.16
H -2.154 -4.994 -2.167 -0.09 0.16 0.01
H -3.213 -3.184 -3.851 0.01 -0.02 0.03
H -3.543 -1.703 -2.914 0.02 -0.04 0.07
```
Forces are in eV/Å.

## Properties
E_HOMO (spin up / spin down)   -4.62 / -4.61 eV
E_tot   -181435.0500 eV
Spin multiplicity   5
Gap between HOMO and LUMO (spin up / spin down)   0.2338 / 0.2336 hartree
Charge   -1

Results of the Mulliken charge analysis, in e, for atoms 1 through 99:
1. Ho 0.84
2. C -0.96
3. O -0.45
4. C 0.27
5. C -0.49
6. C -0.81
7. C -0.95
8. C 0.84
9. C -1.03
10. N 0.72
11. N -1.04
12. C 0.24
13. O -0.85
14. C 0.54
15. C -0.27
16. C -0.52
17. C -0.54
18. C -0.80
19. C -0.31
20. C 0.34
21. O -0.12
22. H 0.19
23. H 0.35
24. H 0.40
25. H 0.43
26. H 0.38
27. H 0.37
28. H 0.22
29. H 0.40
30. H 0.45
31. H 0.39
32. H 0.38
33. H 0.44
34. C -1.62
35. C 1.87
36. C -2.09
37. C -1.68
38. C 0.10
39. C -0.42
40. C -0.01
41. Br -0.11
42. C 0.06
43. O 0.67
44. C 0.17
45. C -1.28
46. C 2.99
47. C -1.97
48. C -1.65
49. C -1.98
50. H 0.45
51. H 0.32
52. H 0.34
53. H 0.45
54. H 0.35
55. H 0.37
56. H 0.47
57. H 0.30
58. H 0.34
59. H 0.42
60. H 0.26
61. H -0.02
62. H 0.15
63. H 0.51
64. H 0.15
65. H 0.51
66. H 0.27
67. H 0.27
68. H 0.33
69. H 0.51
70. C -1.35
71. Si -0.18
72. C -0.53
73. C -0.39
74. C 1.87
75. C -1.49
76. C -0.11
77. C -0.70
78. C -1.40
79. C -0.52
80. N 1.52
81. Si 0.48
82. C -0.95
83. C -0.76
84. C -1.41
85. H 0.37
86. H 0.30
87. H 0.35
88. H 0.64
89. H 0.07
90. H -0.36
91. H 0.52
92. H -0.56
93. H 0.47
94. H 0.32
95. H 0.45
96. H 0.45
97. H 0.35
98. H -0.14
99. H 0.42


Here is 7 unconnected molecules or ions with the total composition C31H57N2O14S6 in a non-equilibrium geometry from OMol25. Energies are from wB97M-V/def2-TZVPD.

```
110
Properties=species:S:1:pos:R:3:forces:R:3
N -2.568 -6.051 0.930 0.82 0.37 -0.48
C -1.399 -5.400 1.518 -0.81 -1.22 0.24
O -1.299 -3.998 1.205 0.27 0.38 0.14
C -0.766 -3.720 0.022 0.08 -0.23 -0.62
O -0.523 -4.516 -0.848 0.07 -0.07 0.27
C -0.437 -2.269 -0.201 -0.13 0.03 0.33
C -1.317 -1.244 0.125 0.21 -0.42 -0.01
C -0.935 0.042 -0.152 -0.12 0.40 -0.09
N 0.259 0.282 -0.714 0.33 -0.08 -0.17
C 1.134 -0.685 -1.036 0.18 -0.26 -0.08
C 0.791 -1.988 -0.788 -0.20 -0.26 0.10
H -2.243 -6.601 0.141 -0.15 -0.06 0.02
H -3.164 -5.346 0.508 -0.23 -0.03 0.31
H -0.489 -5.924 1.230 0.03 0.17 -0.20
H -1.483 -5.485 2.600 0.06 0.60 -0.05
H -2.277 -1.440 0.573 -0.04 0.14 0.07
H -1.565 0.894 0.050 -0.06 -0.04 0.09
H 0.530 1.234 -0.929 -0.11 0.03 0.08
H 2.077 -0.438 -1.515 -0.15 0.33 0.04
H 1.458 -2.797 -1.046 0.06 0.08 -0.06
C -6.724 1.620 2.579 0.10 0.20 -0.06
C -6.396 2.490 1.356 -0.05 -0.10 0.02
C -4.871 2.655 1.306 -0.19 0.16 -0.18
S -4.195 1.188 2.093 -0.44 -0.03 0.00
O -3.495 1.576 3.290 0.25 -0.09 -0.07
O -3.518 0.365 1.099 0.07 0.17 0.14
C -5.757 0.445 2.524 -0.22 -0.11 0.05
H -7.756 1.280 2.571 0.00 -0.02 0.05
H -6.566 2.185 3.498 -0.04 -0.06 0.04
H -6.742 1.992 0.449 0.02 0.00 0.00
H -6.889 3.459 1.406 0.02 0.01 0.00
H -4.492 2.719 0.289 0.10 -0.03 0.04
H -4.534 3.514 1.882 0.06 -0.07 0.07
H -5.662 -0.081 3.472 0.07 0.05 0.01
H -6.022 -0.253 1.729 0.07 0.01 -0.03
C 5.668 -2.078 -5.198 0.08 0.11 0.02
C 6.603 -1.364 -4.210 -0.09 -0.06 -0.01
C 5.964 -0.013 -3.865 0.24 -0.11 0.07
S 4.196 -0.248 -4.055 0.60 -0.11 0.00
O 3.728 0.585 -5.132 -0.36 0.08 0.10
O 3.552 -0.187 -2.752 -0.21 0.09 -0.11
C 4.263 -1.943 -4.616 0.06 -0.20 -0.10
H 5.940 -3.123 -5.333 -0.01 -0.01 -0.01
H 5.713 -1.589 -6.173 -0.03 -0.02 -0.01
H 6.707 -1.966 -3.306 -0.01 0.00 0.00
H 7.598 -1.224 -4.626 0.00 0.03 0.01
H 6.171 0.302 -2.845 -0.05 0.12 -0.04
H 6.262 0.771 -4.558 -0.09 0.04 0.02
H 3.467 -2.115 -5.337 -0.06 0.10 0.04
H 4.128 -2.586 -3.746 0.00 0.03 0.02
C -2.130 -4.520 5.127 -0.02 -0.03 0.13
C -1.583 -5.699 5.945 -0.03 0.03 -0.04
C -2.678 -6.115 6.937 0.32 -0.02 0.00
S -4.242 -5.677 6.167 0.10 -0.14 -0.12
O -4.870 -4.641 6.951 -0.03 -0.04 0.00
O -4.959 -6.868 5.802 -0.14 0.07 0.08
C -3.538 -4.926 4.701 0.24 0.16 -0.14
H -1.501 -4.298 4.265 0.00 0.08 0.08
H -2.172 -3.624 5.750 -0.01 0.02 -0.03
H -1.355 -6.532 5.278 -0.02 -0.01 -0.01
H -0.664 -5.437 6.467 0.00 -0.01 0.00
H -2.678 -7.183 7.136 -0.12 0.00 0.03
H -2.608 -5.564 7.873 -0.09 0.03 -0.01
H -4.162 -4.091 4.390 -0.11 -0.06 0.06
H -3.516 -5.690 3.922 -0.07 -0.04 0.00
C 1.556 4.071 -7.071 0.14 0.14 -0.06
C 1.893 5.020 -8.232 0.04 -0.04 0.07
C 3.416 5.237 -8.217 -0.27 0.17 -0.07
S 4.118 3.741 -7.506 -0.22 -0.32 -0.10
O 4.737 4.045 -6.238 0.28 0.24 0.06
O 4.834 3.007 -8.515 0.19 0.07 0.08
C 2.570 2.936 -7.158 -0.43 -0.08 0.08
H 0.534 3.699 -7.125 0.00 0.02 -0.03
H 1.672 4.602 -6.123 -0.01 -0.04 0.02
H 1.594 4.562 -9.177 0.03 -0.02 0.01
H 1.364 5.968 -8.146 0.02 0.01 -0.02
H 3.830 5.373 -9.212 0.11 -0.03 0.04
H 3.701 6.072 -7.580 0.05 -0.05 0.05
H 2.679 2.361 -6.242 0.12 -0.04 -0.05
H 2.352 2.273 -7.994 0.04 -0.01 -0.01
C -6.413 -2.080 7.628 -0.02 0.19 0.01
C -5.408 -1.121 8.277 -0.06 -0.02 -0.01
C -5.488 0.211 7.519 0.24 -0.15 0.16
S -7.164 0.314 6.878 -0.01 -0.14 0.32
O -7.105 0.272 5.433 -0.01 0.11 -0.15
O -7.885 1.361 7.551 -0.03 0.11 -0.21
C -7.705 -1.283 7.469 0.08 -0.25 0.05
H -6.567 -2.974 8.227 0.02 -0.05 -0.04
H -6.048 -2.396 6.651 -0.02 -0.06 0.00
H -5.674 -0.966 9.325 -0.01 0.01 -0.01
H -4.396 -1.523 8.253 0.00 -0.01 0.00
H -5.308 1.072 8.158 -0.06 0.07 -0.08
H -4.809 0.235 6.668 -0.08 0.03 -0.06
H -8.401 -1.714 6.753 -0.03 0.12 -0.04
H -8.202 -1.125 8.426 -0.01 0.06 -0.01
C 6.935 6.092 -3.624 0.13 0.02 0.06
C 8.319 5.940 -4.271 -0.05 -0.02 -0.01
C 9.144 5.001 -3.379 0.09 0.21 -0.23
S 7.958 3.924 -2.564 -0.10 0.20 -0.16
O 7.988 4.185 -1.147 0.03 -0.16 0.05
O 8.087 2.578 -3.068 -0.01 -0.18 0.15
C 6.496 4.680 -3.257 -0.17 0.12 -0.20
H 6.224 6.566 -4.299 0.00 -0.03 -0.01
H 7.009 6.707 -2.724 -0.02 0.00 0.00
H 8.209 5.501 -5.264 -0.02 -0.02 0.01
H 8.817 6.901 -4.391 0.02 -0.01 0.01
H 9.838 4.388 -3.947 0.01 -0.07 0.09
H 9.680 5.543 -2.602 -0.05 -0.06 0.08
H 5.694 4.643 -2.523 0.06 -0.09 0.06
H 6.223 4.112 -4.147 -0.03 0.00 0.01
```
Forces are in eV/Å.

## Properties
E_HOMO   -11.74 eV
E_tot   -129721.1805 eV
Spin multiplicity   1
Gap between HOMO and LUMO   0.2861 hartree
Charge   +1

Results of the Mulliken charge analysis, in e, for atoms 1 through 99:
1. N -0.60
2. C 0.01
3. O -0.23
4. C 0.06
5. O -0.51
6. C 0.88
7. C -0.41
8. C -0.60
9. N 0.22
10. C -1.08
11. C -0.60
12. H 0.32
13. H 0.26
14. H 0.42
15. H -0.21
16. H 0.71
17. H 0.51
18. H 0.35
19. H 1.06
20. H 0.53
21. C -0.51
22. C -0.77
23. C -0.66
24. S 1.19
25. O -0.72
26. O -0.68
27. C -0.62
28. H 0.44
29. H 0.23
30. H 0.32
31. H 0.34
32. H 0.35
33. H 0.42
34. H 0.25
35. H 0.38
36. C -0.60
37. C -0.73
38. C -0.53
39. S 1.18
40. O -0.62
41. O -0.84
42. C -0.75
43. H 0.38
44. H 0.30
45. H 0.32
46. H 0.34
47. H 0.35
48. H 0.25
49. H 0.42
50. H 0.34
51. C -0.63
52. C -0.60
53. C -0.72
54. S 1.04
55. O -0.55
56. O -0.68
57. C -0.65
58. H 0.27
59. H 0.35
60. H 0.26
61. H 0.42
62. H 0.38
63. H 0.35
64. H 0.46
65. H 0.32
66. C -0.63
67. C -0.66
68. C -0.64
69. S 1.11
70. O -0.57
71. O -0.71
72. C -0.37
73. H 0.38
74. H 0.28
75. H 0.29
76. H 0.34
77. H 0.35
78. H 0.34
79. H 0.16
80. H 0.36
81. C -0.33
82. C -0.71
83. C -0.58
84. S 1.06
85. O -0.56
86. O -0.70
87. C -0.84
88. H 0.43
89. H 0.12
90. H 0.30
91. H 0.34
92. H 0.37
93. H 0.28
94. H 0.41
95. H 0.39
96. C -0.70
97. C -0.61
98. C -0.68
99. S 1.15


Which of these has the lowest spin multiplicity?
C31H57N2O14S6